DFT (the ωB97M-V functional and the def2-TZVPD basis) results for a structure of composition C26H45ClNPPt.

Last column: Mulliken charge in e.
CARTESIAN COORDINATES (ANGSTROEM)
Pt1 -1.61 2.23 0.63  0.655
P1 -0.21 -1.56 -1.71  0.774
Cl1 -2.61 0.27 0.66  -0.368
C1 1.52 -1.42 -0.76  -2.154
H1 2.30 -2.19 -1.00  0.511
H2 1.21 -1.61 0.30  0.668
C2 -1.91 -0.65 -2.28  0.815
C3 -0.87 -3.01 -0.72  -0.068
C4 -2.56 -1.28 -3.52  -0.466
H3 -2.47 -0.90 -1.36  0.083
C5 -4.00 -0.80 -3.75  -1.106
H4 -1.95 -1.02 -4.41  0.144
H5 -2.57 -2.38 -3.47  -0.086
C6 -4.07 0.73 -3.83  -0.881
H6 -4.38 -1.24 -4.69  0.411
H7 -4.65 -1.16 -2.93  0.372
C7 -3.36 1.38 -2.62  -0.787
H8 -3.62 1.07 -4.77  0.321
H9 -5.12 1.04 -3.88  0.436
C8 -1.92 0.87 -2.38  0.797
H10 -3.34 2.46 -2.77  0.423
H11 -3.96 1.17 -1.71  0.375
H12 -1.33 1.14 -3.27  0.402
H13 -1.48 1.33 -1.45  -1.765
C9 0.58 -2.11 -3.29  -0.221
C10 0.19 -4.11 -0.54  -0.518
H14 -1.06 -2.51 0.25  0.629
C11 -0.30 -5.26 0.35  -1.022
H15 0.51 -4.51 -1.52  0.066
H16 1.10 -3.68 -0.10  0.402
C12 -1.61 -5.86 -0.13  -0.659
H17 0.48 -6.02 0.40  0.402
H18 -0.40 -4.87 1.38  0.362
C13 -2.70 -4.80 -0.36  -1.057
H19 -1.43 -6.40 -1.07  0.314
H20 -1.96 -6.60 0.59  0.372
C14 -2.22 -3.60 -1.20  -0.322
H21 -3.57 -5.26 -0.84  0.399
H22 -3.04 -4.41 0.61  0.403
H23 -2.16 -3.93 -2.26  0.101
H24 -3.01 -2.83 -1.16  0.125
C15 0.79 -0.88 -4.18  -0.612
H25 1.57 -2.46 -2.96  1.090
C16 1.84 -1.23 -5.24  -0.839
H26 -0.15 -0.58 -4.66  0.275
H27 1.13 -0.01 -3.60  -0.121
C17 1.49 -2.52 -6.01  -0.748
H28 1.93 -0.39 -5.94  0.424
H29 2.81 -1.34 -4.74  0.344
C18 1.04 -3.68 -5.12  -0.886
H30 0.72 -2.29 -6.76  0.295
H31 2.37 -2.83 -6.57  0.412
C19 -0.03 -3.27 -4.08  -0.505
H32 0.64 -4.49 -5.74  0.410
H33 1.89 -4.09 -4.55  0.384
H34 -0.95 -2.95 -4.59  0.253
H35 -0.29 -4.12 -3.43  0.109
C20 1.05 1.08 -0.82  0.067
C21 2.15 -0.09 -0.83  1.052
H36 0.36 0.94 -1.71  -0.077
C22 3.35 0.15 0.19  -0.977
H37 2.65 0.13 -1.78  0.158
C23 3.21 1.44 0.97  -0.643
H38 3.42 -0.70 0.88  0.398
H39 4.32 0.12 -0.35  0.344
C24 2.88 2.62 0.08  -0.932
H40 2.48 1.30 1.77  0.299
H41 4.16 1.66 1.42  0.435
C25 1.54 2.46 -0.66  -0.593
H42 2.80 3.53 0.68  0.374
H43 3.66 2.78 -0.68  0.367
H44 0.77 3.15 -0.25  0.207
H45 1.67 2.79 -1.71  0.168
N1 0.10 2.18 3.10  -0.607
C26 -0.55 2.28 2.15  0.387

Values from the calculation:
LUMO level (spin up / spin down) = -0.73 / -3.40 eV
Expectation value of S² = 6.015
Calculated total energy = -1993.0453 Eh
HOMO-LUMO gap (spin up / spin down) = 4.051 / 5.986 eV
2S+1 = 5
Net charge = 0


DFT (the ωB97M-V functional and the def2-TZVPD basis) results for a cluster of 2 separate species, C4H11NO2 in total.

Last column: natural (NBO) charge in e.
CARTESIAN COORDINATES (ANGSTROEM)
C1 -0.96 -0.89 -0.41  0.541
N1 -1.13 0.15 0.50  -0.661
C2 -0.19 2.08 1.68  -0.615
C3 -0.01 0.59 1.31  -0.054
C4 0.19 -0.19 2.61  -0.619
O1 0.04 -1.01 -1.08  -0.582
H1 -1.78 -1.63 -0.39  0.112
H2 -2.07 0.45 0.64  0.393
H3 -0.33 2.74 0.83  0.218
H4 -0.95 2.22 2.43  0.203
H5 0.78 2.41 2.06  0.214
H6 0.89 0.44 0.72  0.218
H7 0.57 -1.20 2.46  0.215
H8 -0.76 -0.21 3.14  0.202
H9 0.97 0.25 3.25  0.214
H10 1.91 -1.38 -3.50  0.468
H11 2.10 -0.02 -3.93  0.459
O2 1.64 -0.81 -4.23  -0.927

Values from the calculation:
Energy above the lowest of the compared OMol25 structures with the same formula, charge and spin = 22.9 kcal/mol
LUMO level = 0.88 eV
Calculated total energy = -364.2317 Eh
HOMO-LUMO gap = 10.463 eV
SMILES = CC(C)NC=O.O
Net charge = 0


DFT (the ωB97M-V functional and the def2-TZVPD basis) results for a structure of composition C9H11N2O10P2W.

Last column: Mulliken charge in e.
CARTESIAN COORDINATES (ANGSTROEM)
W1 0.35 0.60 0.64  1.932
O1 1.81 -3.17 1.06  -0.507
C1 1.61 -2.07 0.67  0.345
O2 0.47 -1.37 0.85  -0.792
C2 2.56 -1.30 -0.22  0.708
C3 3.52 -1.87 -1.04  -0.902
C4 3.91 -1.15 -2.17  -0.033
C5 3.24 0.03 -2.52  -0.919
C6 2.32 0.54 -1.63  0.689
N1 2.12 -0.06 -0.45  0.100
C7 1.10 1.36 -2.02  0.450
O3 1.06 2.20 -2.85  -0.490
O4 0.03 0.87 -1.31  -0.547
H1 3.85 -2.88 -0.85  0.506
H2 4.63 -1.57 -2.85  0.434
H3 3.36 0.50 -3.49  0.499
N2 -0.42 4.69 2.48  -0.298
C8 -0.30 3.21 2.68  0.855
C9 -0.36 2.81 4.14  -1.717
P1 1.39 2.70 1.89  0.136
O5 -0.45 0.25 2.39  -0.678
O6 0.94 2.63 0.42  -0.484
O7 1.83 1.26 2.14  -0.536
P2 -1.76 2.64 1.52  0.968
O8 -2.83 2.25 2.62  -0.486
O9 -2.03 3.96 0.86  -0.740
O10 -1.53 1.47 0.57  -0.543
H4 0.45 5.17 2.25  0.341
H5 -0.80 5.12 3.32  0.313
H6 -1.22 4.68 1.59  0.411
H7 0.42 3.31 4.71  0.493
H8 -0.25 1.73 4.22  0.333
H9 -1.33 3.08 4.56  0.467
H10 -0.43 -0.69 2.61  0.332
H11 -3.54 1.65 2.33  0.361

Values from the calculation:
Energy above the lowest of the compared OMol25 structures with the same formula, charge and spin = 31.5 kcal/mol
LUMO level (spin up / spin down) = -4.89 / -6.58 eV
Expectation value of S² = 2.007
Calculated total energy = -1961.2333 Eh
HOMO-LUMO gap (spin up / spin down) = 7.465 / 7.036 eV
2S+1 = 3
Net charge = +1


DFT (the ωB97M-V functional and the def2-TZVPD basis) results for a structure of composition C10H24F6N5O8P2S2Ti.

Last column: natural (NBO) charge in e.
CARTESIAN COORDINATES (ANGSTROEM)
Ti1 1.51 0.09 -1.59  1.437
C1 -3.69 0.91 -0.37  -0.407
N1 -2.42 0.32 -0.77  -0.803
C2 -1.96 0.74 -2.10  -0.415
P1 -1.33 -0.06 0.39  2.525
O1 -0.12 -0.70 -0.18  -1.125
O2 -0.94 1.30 1.18  -1.109
P2 0.43 2.12 0.88  2.521
O3 0.89 1.94 -0.52  -1.115
N2 0.07 3.68 1.19  -0.797
C3 -0.30 4.07 2.54  -0.410
C4 -0.59 4.45 0.14  -0.413
N3 1.48 1.58 2.01  -0.825
C5 2.90 1.58 1.64  -0.409
C6 1.12 0.61 3.03  -0.405
N4 -2.12 -0.92 1.53  -0.821
C7 -2.38 -0.47 2.89  -0.398
C8 -2.15 -2.37 1.34  -0.405
H1 -4.43 0.74 -1.15  0.211
H2 -3.61 1.99 -0.21  0.183
H3 -4.06 0.44 0.55  0.216
H4 -2.79 0.64 -2.80  0.211
H5 -1.17 0.08 -2.45  0.239
H6 -1.62 1.78 -2.11  0.193
H7 0.33 3.55 3.27  0.220
H8 -1.35 3.86 2.77  0.183
H9 -0.13 5.14 2.66  0.211
H10 -0.19 4.17 -0.83  0.241
H11 -0.40 5.51 0.30  0.208
H12 -1.68 4.29 0.13  0.179
H13 3.11 2.38 0.93  0.235
H14 3.19 0.63 1.18  0.209
H15 3.50 1.74 2.53  0.203
H16 0.13 0.82 3.44  0.207
H17 1.84 0.68 3.85  0.210
H18 1.14 -0.42 2.65  0.201
H19 -2.46 0.61 2.93  0.217
H20 -1.60 -0.80 3.59  0.189
H21 -3.33 -0.89 3.22  0.204
H22 -2.12 -2.61 0.28  0.231
H23 -3.08 -2.76 1.75  0.202
H24 -1.31 -2.85 1.83  0.200
F1 2.17 -4.31 -0.19  -0.312
C9 3.36 -4.12 -0.76  0.730
F2 4.25 -3.88 0.20  -0.309
F3 3.71 -5.22 -1.41  -0.302
S1 3.32 -2.67 -1.90  2.284
O4 2.87 -1.59 -1.02  -0.969
O5 4.63 -2.55 -2.44  -0.877
N5 2.20 -3.18 -2.85  -1.250
S2 1.33 -2.36 -3.84  2.287
O6 0.64 -1.25 -3.18  -0.975
O7 1.86 -2.12 -5.13  -0.875
C10 -0.03 -3.58 -4.06  0.729
F4 -0.95 -3.06 -4.86  -0.310
F5 -0.60 -3.87 -2.89  -0.313
F6 0.43 -4.70 -4.60  -0.301
O8 2.54 0.87 -2.60  -0.863

Values from the calculation:
Energy above the lowest of the compared OMol25 structures with the same formula, charge and spin = 12.5 kcal/mol
LUMO level (spin up / spin down) = 0.00 / -0.01 eV
Expectation value of S² = 0.755
Calculated total energy = -4199.1383 Eh
HOMO-LUMO gap (spin up / spin down) = 6.473 / 9.282 eV
2S+1 = 2
Net charge = 0